[1]
Entry from the Open Molecules 2025 dataset: a 2-piece molecular cluster, C43H40N4S2 overall (the ωB97M-V functional and the def2-TZVPD basis).

LUMO energy	-2.15	eV
orbital gap	4.43	eV
spin multiplicity	1
HOMO energy	-0.2417	Ha

Geometry as XYZ:
```
89
C43H40N4S2, DFT the ωB97M-V functional and the def2-TZVPD basis
C 4.8108 0.9798 2.4232
N 3.6048 1.7859 2.5210
C 3.3963 2.6456 1.3719
C 2.1398 3.4922 1.5377
N 1.0251 2.6196 1.8918
C -0.2597 3.0790 1.5435
S -0.5098 3.5669 -0.0586
S -1.4734 3.0891 2.7195
C 1.2338 1.8905 3.1351
C 2.4512 0.9989 2.9115
H 4.9301 0.4064 3.3505
H 4.7721 0.2637 1.5812
H 5.6915 1.6203 2.2882
H 4.2836 3.2936 1.2804
H 3.2875 2.0513 0.4413
H 2.3187 4.2562 2.3228
H 1.9062 3.9990 0.5874
H 1.4301 2.5674 3.9880
H 0.3628 1.2600 3.3709
H 2.1990 0.2553 2.1273
H 2.7430 0.4653 3.8282
C -5.1569 -5.5280 0.5931
C -4.1326 -5.1306 1.4588
C -3.1374 -4.2592 1.0115
C -3.1659 -3.7861 -0.3045
N -2.1321 -2.9135 -0.7595
C -1.0602 -3.4587 -1.5334
C -1.2174 -3.7500 -2.8863
C -0.1290 -4.2257 -3.6246
C 1.1114 -4.4255 -3.0096
C 1.2543 -4.1660 -1.6417
C 0.1745 -3.6785 -0.9080
C -2.3854 -1.5208 -0.8453
C -2.2480 -0.7140 0.2952
C -2.4473 0.6411 0.2048
C -2.8590 1.2727 -1.0047
C -3.1548 2.6714 -1.0105
C -3.9590 3.3790 -1.9553
C -4.0970 4.7984 -1.8479
C -4.8297 5.5227 -2.7649
C -5.3603 4.8873 -3.9008
N -5.9584 5.6581 -4.9238
C -5.5454 5.4921 -6.2815
C -6.0972 4.4976 -7.0869
C -5.6605 4.3515 -8.4083
C -4.6866 5.2059 -8.9319
C -4.1618 6.2267 -8.1308
C -4.5849 6.3654 -6.8091
C -7.2156 6.2770 -4.6567
C -7.2717 7.6543 -4.4268
C -8.5045 8.2650 -4.1837
C -9.6770 7.5027 -4.1881
C -9.6164 6.1243 -4.4238
C -8.3817 5.5067 -4.6356
C -5.2964 3.4932 -4.0022
C -4.7048 2.7540 -2.9926
C -2.9111 0.4372 -2.1541
C -2.7180 -0.9266 -2.0706
C -4.1927 -4.1717 -1.1694
C -5.1813 -5.0524 -0.7230
H -5.9434 -6.2028 0.9455
H -4.1021 -5.4925 2.4821
H -2.3236 -3.9285 1.6589
H -2.1952 -3.5906 -3.3475
H -0.2589 -4.4297 -4.6815
H 1.9668 -4.7743 -3.5967
H 2.2069 -4.3327 -1.1471
H 0.2556 -3.4585 0.1582
H -1.9631 -1.1957 1.2389
H -2.2701 1.2627 1.0891
H -2.8589 3.2583 -0.1345
H -3.6136 5.3130 -1.0187
H -4.9981 6.5971 -2.6492
H -6.8657 3.8463 -6.6631
H -6.0850 3.5607 -9.0174
H -4.3275 5.0689 -9.9571
H -3.4195 6.9099 -8.5311
H -4.1944 7.1551 -6.1630
H -6.3383 8.2202 -4.4427
H -8.5388 9.3330 -3.9911
H -10.6433 7.9792 -3.9917
H -10.5176 5.5214 -4.4398
H -8.2983 4.4297 -4.8044
H -5.7522 2.9977 -4.8624
H -4.8248 1.6804 -3.0040
H -3.1127 0.8601 -3.1338
H -2.8475 -1.5612 -2.9515
H -4.1914 -3.7745 -2.1876
H -5.9648 -5.3581 -1.4078
```

[2]
Entry from the Open Molecules 2025 dataset: C25H27F3N5OZn as an isolated structure (the ωB97M-V functional and the def2-TZVPD basis).

LUMO energy (spin up / spin down)	0.00 / 0.00	eV
orbital gap (spin up / spin down)	3.50 / 6.74	eV
energy relative to the best compared isomer or geometry (same formula, charge and spin)	22.7	kcal per mole
spin multiplicity	2
HOMO energy (spin up / spin down)	-0.1285 / -0.2477	Ha

Geometry as XYZ:
```
62
C25H27F3N5OZn, DFT the ωB97M-V functional and the def2-TZVPD basis
Zn -0.1407 0.2748 -0.3885
C -0.3979 -1.8768 1.8400
C -0.5563 -2.7633 0.6072
N 0.1141 -2.1666 -0.5386
C 1.5397 -2.4196 -0.6915
C 2.4278 -1.2757 -0.2309
C 3.8039 -1.3964 -0.2636
C 4.5891 -0.3317 0.1561
C 3.9580 0.8094 0.6308
C 2.5782 0.8553 0.6412
C 1.8384 2.0597 1.1948
N 0.4027 2.0398 0.9033
C -0.4664 1.8662 2.0758
C -0.3813 0.4390 2.5934
N -0.8025 -0.5014 1.5504
N 1.8296 -0.1562 0.1907
H 0.6567 -1.8545 2.1276
H -0.9635 -2.3081 2.6734
H -1.6182 -2.8530 0.3720
H -0.1716 -3.7651 0.8418
H -0.3689 -2.3898 -1.3961
H 1.7574 -2.5876 -1.7477
H 1.8359 -3.3282 -0.1507
H 4.2680 -2.3072 -0.6195
H 5.6680 -0.3876 0.1141
H 4.5356 1.6541 0.9836
H 2.2988 2.9609 0.7865
H 2.0063 2.0846 2.2774
H 0.1383 2.9050 0.4470
H -1.4853 2.0537 1.7342
H -0.2128 2.5662 2.8815
H -0.9805 0.3428 3.5051
H 0.6541 0.2011 2.8557
H -1.8124 -0.4326 1.4226
O -2.1603 1.2688 -0.1396
N -2.7417 2.2140 -0.9111
C -4.1073 2.4021 -0.8174
C -4.7329 3.4033 -1.4994
C -4.0000 4.2756 -2.3326
C -2.6123 4.0472 -2.4374
C -2.0096 3.0391 -1.7399
H -4.6211 1.7058 -0.1720
H -5.8042 3.5155 -1.3954
H -4.4755 5.0832 -2.8697
H -1.9999 4.6653 -3.0820
H -0.9581 2.8169 -1.8170
F -4.1245 -0.7180 -8.7859
C -2.9924 -1.4104 -8.5303
F -3.2818 -2.7146 -8.7066
F -2.1153 -1.0673 -9.5041
C -2.4476 -1.1188 -7.1709
C -2.2435 -2.1341 -6.2474
C -1.7059 -1.8339 -5.0095
C -1.3619 -0.5199 -4.6759
C -1.5826 0.4920 -5.6179
C -2.1191 0.1957 -6.8540
C -0.8191 -0.2086 -3.3938
C -0.3643 0.1324 -2.3182
H -2.5061 -3.1514 -6.5029
H -1.5452 -2.6214 -4.2847
H -1.3286 1.5102 -5.3558
H -2.2920 0.9783 -7.5818
```

Q: The highest spin multiplicity belongs to which entry?
A: C25H27F3N5OZn